Record 1
Computed, not measured: one molecule with the formula C23H24N4O4 at a distorted geometry, with ωB97M-V/def2-TZVPD.

relative energy (zero: lowest compared OMol25 entry of this formula, charge and spin): 66.1 kcal/mol
E_HOMO: -8.161 eV
energy: -1410.84650 a.u.
HOMO-LUMO gap: 8.611 eV

The geometry in ORCA input format:
```
! wB97M-V def2-TZVPD RIJCOSX def2/J DEFGRID3
* xyz 0 1
C 6.00 2.89 1.41
O 5.93 1.49 1.59
C 5.18 0.70 0.77
C 5.38 -0.66 0.96
C 4.69 -1.61 0.23
C 3.78 -1.20 -0.73
C 2.98 -2.20 -1.53
C 1.61 -2.32 -0.96
N 1.04 -3.41 -0.58
C -0.20 -3.03 -0.12
C -1.27 -3.75 0.38
C -2.40 -3.05 0.73
C -2.47 -1.65 0.63
C -3.74 -0.97 1.01
O -4.84 -1.40 0.72
N -3.57 0.16 1.74
C -4.67 1.04 2.03
C -4.51 2.40 1.31
N -3.92 2.24 0.01
C -2.62 2.57 -0.30
C -2.44 2.21 -1.60
N -3.59 1.66 -2.09
C -4.46 1.68 -1.11
C -5.84 1.15 -1.19
C -1.41 -0.91 0.12
C -0.30 -1.63 -0.26
O 0.87 -1.19 -0.81
C 3.56 0.16 -0.92
C 4.23 1.12 -0.18
O 4.00 2.47 -0.34
C 3.04 2.89 -1.28
H 6.31 3.15 0.39
H 6.76 3.23 2.11
H 5.05 3.37 1.63
H 6.10 -0.95 1.70
H 4.86 -2.66 0.40
H 2.90 -1.87 -2.57
H 3.44 -3.19 -1.51
H -1.22 -4.82 0.47
H -3.27 -3.56 1.11
H -2.64 0.47 1.95
H -5.57 0.52 1.68
H -4.76 1.21 3.11
H -3.86 3.05 1.89
H -5.49 2.87 1.22
H -1.97 3.05 0.41
H -1.57 2.31 -2.22
H -5.89 0.18 -0.70
H -6.10 1.02 -2.24
H -6.55 1.83 -0.72
H -1.47 0.16 -0.03
H 2.84 0.46 -1.66
H 3.02 3.97 -1.20
H 3.32 2.60 -2.29
H 2.05 2.49 -1.05
*
```

=====

Record 2
Computed, not measured: C20H22N10O3Os as an isolated structure at a distorted geometry, with ωB97M-V/def2-TZVPD.

relative energy (zero: lowest compared OMol25 entry of this formula, charge and spin): 37.2 kcal/mol
E_HOMO: -15.018 eV
energy: -1638.59774 a.u.
HOMO-LUMO gap: 7.420 eV

The geometry in ORCA input format:
```
! wB97M-V def2-TZVPD RIJCOSX def2/J DEFGRID3
* xyz 2 1
Os 1.16 0.77 -0.42
N 3.89 0.69 1.41
C 4.11 0.51 0.07
C 5.43 0.35 -0.37
C 5.69 0.19 -1.70
C 4.63 0.19 -2.62
C 3.37 0.36 -2.14
N 3.09 0.52 -0.80
C 2.72 0.81 2.15
C 2.83 0.80 3.54
C 1.71 0.95 4.32
C 0.47 1.10 3.69
C 0.43 1.09 2.33
N 1.54 0.95 1.55
H 4.73 0.67 1.97
H 6.23 0.35 0.37
H 6.71 0.06 -2.04
H 4.79 0.07 -3.68
H 2.51 0.38 -2.79
H 3.81 0.68 3.98
H 1.79 0.94 5.40
H -0.44 1.22 4.25
H -0.50 1.23 1.78
C -0.07 4.86 0.02
O -0.18 3.41 0.24
C 0.76 2.71 -0.30
O 1.72 3.02 -0.97
H -1.00 5.26 0.40
H 0.03 5.06 -1.05
H 0.78 5.24 0.57
C -5.11 -1.78 0.15
C -4.73 -1.95 -1.32
C -3.69 -3.04 -1.50
C -4.32 -0.67 -2.01
N -3.04 -0.07 -1.50
C -1.84 -0.09 -2.06
N -1.01 0.59 -1.29
N -1.77 1.01 -0.23
N -2.97 0.61 -0.34
H -5.56 -2.70 0.52
H -5.83 -0.98 0.30
H -4.23 -1.57 0.77
H -5.64 -2.24 -1.86
H -2.79 -2.79 -0.92
H -3.39 -3.17 -2.55
H -4.05 -4.00 -1.14
H -5.06 0.13 -1.94
H -4.11 -0.85 -3.06
H -1.61 -0.56 -3.01
O 0.81 -1.11 0.00
N 0.13 -1.64 0.99
C -0.30 -2.83 0.73
C -0.04 -3.41 -0.56
N 0.15 -3.78 -1.63
C -1.05 -3.50 1.75
N -1.68 -4.04 2.54
*
```

=====

Record 3
Computed, not measured: a 2-piece molecular cluster, C4H12BNS overall at a distorted geometry, with ωB97M-V/def2-TZVPD.

relative energy (zero: lowest compared OMol25 entry of this formula, charge and spin): 29.8 kcal/mol
E_HOMO: -9.259 eV
energy: -637.33528 a.u.
HOMO-LUMO gap: 9.875 eV

The geometry in ORCA input format:
```
! wB97M-V def2-TZVPD RIJCOSX def2/J DEFGRID3
* xyz 0 1
C -0.55 1.44 1.00
N -0.96 0.45 1.74
C -1.97 -0.49 1.51
H 0.26 2.09 1.24
H -1.05 1.58 -0.02
H -1.50 -1.56 1.41
H -2.55 -0.64 2.37
H -2.52 -0.45 0.59
C 0.37 0.85 -2.58
B 1.05 0.27 -1.27
S 0.56 -1.36 -0.71
C 1.45 -1.54 0.86
H 1.08 1.09 -3.41
H -0.16 1.78 -2.64
H -0.39 0.26 -3.09
H 1.85 0.89 -0.56
H 2.60 -1.50 0.75
H 1.04 -2.49 1.29
H 1.40 -0.65 1.50
*
```

=====

Record 4
Computed, not measured: a 2-piece molecular cluster, C9H14O overall at a distorted geometry, with ωB97M-V/def2-TZVPD.

relative energy (zero: lowest compared OMol25 entry of this formula, charge and spin): 14.0 kcal/mol
E_HOMO: -8.404 eV
energy: -426.55046 a.u.
HOMO-LUMO gap: 9.276 eV

The geometry in ORCA input format:
```
! wB97M-V def2-TZVPD RIJCOSX def2/J DEFGRID3
* xyz 0 1
C 0.68 1.97 3.24
C 1.04 1.38 1.90
C 0.34 0.29 1.41
C 0.64 -0.22 0.14
C 1.73 0.30 -0.54
O 2.14 -0.23 -1.74
C 2.39 1.42 -0.11
C 2.09 1.90 1.16
H 1.50 2.60 3.61
H 0.42 1.22 3.99
H -0.19 2.64 3.16
H -0.56 0.00 1.94
H 0.23 -1.17 -0.18
H 1.85 -1.15 -1.82
H 3.10 1.87 -0.78
H 2.68 2.69 1.62
C -1.88 -2.30 -2.38
C -3.15 -1.63 -1.89
H -1.53 -1.91 -3.34
H -1.18 -2.16 -1.56
H -1.86 -3.37 -2.57
H -4.01 -2.22 -1.57
H -3.54 -0.94 -2.64
H -2.93 -0.97 -1.05
*
```

=====

Record 5
Computed, not measured: C33H50BCoN8Se as an isolated structure, with ωB97M-V/def2-TZVPD.

relative energy (zero: lowest compared OMol25 entry of this formula, charge and spin): 39.7 kcal/mol
E_HOMO (spin up / spin down): -14.115 / -14.096 eV
energy: -5534.03160 a.u.
HOMO-LUMO gap (spin up / spin down): 6.220 / 4.908 eV

The geometry in ORCA input format:
```
! wB97M-V def2-TZVPD RIJCOSX def2/J DEFGRID3
* xyz 2 5
Co -0.49 0.45 -1.32
C -2.75 -1.44 -2.70
C -1.88 -2.64 -2.34
C -2.71 -3.92 -2.38
C -1.22 -2.47 -1.00
C -0.95 -3.41 -0.01
C -0.39 -2.73 1.06
C 0.05 -3.43 2.34
C -1.16 -4.18 2.93
C 0.74 -2.63 3.44
N -0.33 -1.42 0.73
N -0.83 -1.28 -0.54
B 0.04 -0.07 1.48
N -1.18 0.92 1.34
N -1.55 1.22 0.06
C -2.56 2.08 0.07
C -2.86 2.36 1.40
C -1.98 1.62 2.17
C -1.98 1.68 3.69
C -1.32 0.55 4.46
C -1.40 3.04 4.13
C -3.18 2.57 -1.20
C -3.12 4.10 -1.30
C -4.62 2.06 -1.33
N 1.27 0.61 0.76
N 1.08 1.20 -0.46
C 2.12 1.97 -0.74
C 3.03 1.88 0.31
C 2.46 1.02 1.24
C 3.04 0.51 2.53
C 3.78 -0.81 2.26
C 3.97 1.54 3.17
C 2.20 2.83 -1.97
C 3.03 2.18 -3.09
C 0.83 3.29 -2.46
H -3.22 -1.59 -3.68
H -3.55 -1.31 -1.96
H -2.21 -0.49 -2.77
H -1.08 -2.74 -3.10
H -3.48 -3.90 -1.61
H -3.20 -4.02 -3.35
H -2.09 -4.81 -2.23
H -1.16 -4.47 -0.05
H 0.76 -4.18 1.99
H -1.96 -3.48 3.18
H -1.56 -4.92 2.24
H -0.86 -4.69 3.84
H 0.07 -1.93 3.92
H 1.08 -3.34 4.20
H 1.62 -2.09 3.09
H 0.31 -0.28 2.60
H -3.64 3.01 1.76
H -3.04 1.67 3.95
H -0.23 0.56 4.35
H -1.54 0.68 5.52
H -1.69 -0.43 4.16
H -0.35 3.11 3.85
H -1.93 3.87 3.67
H -1.48 3.14 5.21
H -2.60 2.15 -2.04
H -3.67 4.55 -0.47
H -2.10 4.47 -1.26
H -3.58 4.44 -2.23
H -5.24 2.47 -0.53
H -5.06 2.37 -2.28
H -4.67 0.97 -1.26
H 3.96 2.40 0.40
H 2.22 0.31 3.22
H 4.65 -0.63 1.62
H 4.14 -1.24 3.20
H 3.14 -1.54 1.77
H 4.86 1.70 2.55
H 3.47 2.50 3.31
H 4.30 1.19 4.14
H 2.74 3.73 -1.65
H 2.51 1.30 -3.48
H 3.18 2.88 -3.91
H 4.01 1.87 -2.73
H 0.23 2.44 -2.82
H 0.27 3.80 -1.68
H 0.93 3.96 -3.31
Se -0.16 0.56 -5.55
N 0.41 -0.18 -2.67
C 1.31 -1.02 -2.97
C 2.08 -1.75 -1.96
C 3.02 -2.64 -2.34
C 3.28 -2.87 -3.73
C 2.62 -2.21 -4.73
C 1.63 -1.26 -4.41
N 1.02 -0.63 -5.39
H 1.86 -1.54 -0.92
H 3.59 -3.18 -1.60
H 4.04 -3.60 -4.00
H 2.83 -2.39 -5.78
*
```

=====

Record 6
Computed, not measured: C4H5NNa as an isolated structure, with ωB97M-V/def2-TZVPD.

E_HOMO: -12.184 eV
energy: -372.25833 a.u.
HOMO-LUMO gap: 7.063 eV

The geometry in ORCA input format:
```
! wB97M-V def2-TZVPD RIJCOSX def2/J DEFGRID3
* xyz 1 1
Na -0.89 -2.97 0.45
C -0.74 0.56 0.78
C -0.96 0.42 -0.61
C 0.61 0.34 1.01
C 0.26 0.11 -1.20
N 1.19 0.07 -0.20
H -1.48 0.80 1.54
H -1.91 0.52 -1.14
H 1.19 0.36 1.93
H 0.53 -0.08 -2.23
H 2.19 -0.13 -0.33
*
```

=====

Record 7
Computed, not measured: one molecule with the formula C5H5NO at a distorted geometry, with ωB97M-V/def2-TZVPD.

relative energy (zero: lowest compared OMol25 entry of this formula, charge and spin): 34.3 kcal/mol
E_HOMO: -10.262 eV
energy: -323.46507 a.u.
HOMO-LUMO gap: 10.934 eV

The geometry in ORCA input format:
```
! wB97M-V def2-TZVPD RIJCOSX def2/J DEFGRID3
* xyz 0 1
N 2.43 1.37 -0.88
C 1.52 0.67 -0.85
C 0.43 -0.30 -0.89
C -1.00 0.07 -0.69
C -0.27 -0.71 0.39
C -0.10 0.13 1.60
O 0.35 1.25 1.57
H 0.62 -1.10 -1.61
H -1.20 1.11 -0.44
H -1.78 -0.44 -1.25
H -0.50 -1.77 0.52
H -0.52 -0.29 2.52
*
```

=====

Record 8
Computed, not measured: a 2-piece molecular cluster, C4H12 overall at a distorted geometry, with ωB97M-V/def2-TZVPD.

relative energy (zero: lowest compared OMol25 entry of this formula, charge and spin): 42.2 kcal/mol
E_HOMO (spin up / spin down): -16.917 / -15.575 eV
energy: -159.10257 a.u.
HOMO-LUMO gap (spin up / spin down): 13.944 / 4.549 eV

The geometry in ORCA input format:
```
! wB97M-V def2-TZVPD RIJCOSX def2/J DEFGRID3
* xyz 1 2
C 0.87 -0.77 -1.41
C 1.92 0.26 -1.06
H 0.95 -1.38 -2.23
H 0.45 -1.63 -0.87
H -0.09 -0.16 -1.45
H 2.60 0.46 -1.88
H 2.47 0.11 -0.20
H 1.48 1.16 -0.66
C -1.34 0.60 0.58
C -1.33 -0.12 1.90
H -0.40 0.88 0.24
H -2.20 0.07 -0.11
H -1.79 1.62 0.53
H -1.30 0.48 2.69
H -0.53 -0.86 1.85
H -2.36 -0.56 2.05
*
```

=====

Record 9
Computed, not measured: one molecule with the formula C2H4N2S2 at a distorted geometry, with ωB97M-V/def2-TZVPD.

relative energy (zero: lowest compared OMol25 entry of this formula, charge and spin): 118.6 kcal/mol
E_HOMO (spin up / spin down): -8.467 / -7.538 eV
energy: -984.32586 a.u.
HOMO-LUMO gap (spin up / spin down): 8.066 / 6.165 eV

The geometry in ORCA input format:
```
! wB97M-V def2-TZVPD RIJCOSX def2/J DEFGRID3
* xyz 0 1
C 0.41 -1.28 -0.03
C 0.67 1.48 0.01
N -0.95 -1.26 -0.17
N -1.50 -0.15 -0.11
S -2.93 0.37 0.03
S 1.46 0.18 -0.69
H 0.83 -1.28 1.03
H 0.90 -2.08 -0.65
H 0.68 2.44 -0.45
H 0.42 1.58 1.00
*
```

=====

Record 10
Computed, not measured: a 6-piece molecular cluster, C34H42F15N3O10 overall at a distorted geometry, with ωB97M-V/def2-TZVPD.

E_HOMO: -8.862 eV
energy: -3735.24303 a.u.
HOMO-LUMO gap: 9.156 eV

The geometry in ORCA input format:
```
! wB97M-V def2-TZVPD RIJCOSX def2/J DEFGRID3
* xyz 0 1
C 1.70 -2.39 1.65
C 2.14 -1.42 0.44
C 2.81 -2.00 -0.88
C 3.27 -1.11 -2.08
C 3.11 0.44 -2.02
C 2.45 1.04 -0.74
C 1.94 0.16 0.48
C 1.23 0.91 1.74
C 0.00 1.79 1.18
C 0.25 3.35 1.54
N 0.55 4.52 1.63
C -1.46 1.30 1.72
C -1.70 1.71 3.25
N -2.18 2.16 4.27
C -1.63 -0.30 1.47
C -3.22 -0.61 1.30
N -3.72 -0.21 -0.08
H 2.37 -3.33 1.72
H 0.64 -2.74 1.42
H 1.76 -1.89 2.69
H 2.98 -3.14 -1.00
H 3.75 -1.55 -3.03
H 3.44 1.17 -2.85
H 2.29 2.18 -0.61
H 2.03 1.66 2.12
H 0.95 0.15 2.54
H -0.07 1.72 0.02
H -2.23 1.79 0.99
H -1.16 -0.60 0.45
H -1.16 -0.92 2.32
H -3.42 -1.73 1.43
H -3.80 0.02 2.07
H -4.67 0.14 0.08
H -3.83 -1.06 -0.67
C -6.73 5.72 -0.37
C -5.88 4.50 -0.08
O -6.70 3.34 0.13
C -7.17 2.74 -0.98
O -6.95 3.12 -2.11
C -7.98 1.50 -0.62
F -8.86 1.73 0.38
F -7.19 0.48 -0.21
F -8.70 1.02 -1.65
H -7.47 5.87 0.43
H -6.11 6.61 -0.45
H -7.29 5.60 -1.30
H -5.32 4.66 0.85
H -5.15 4.32 -0.87
C 9.75 -0.46 -4.48
C 9.13 -1.12 -3.26
O 7.73 -1.37 -3.46
C 7.43 -2.45 -4.21
O 8.25 -3.20 -4.70
C 5.92 -2.63 -4.31
F 5.28 -1.47 -4.61
F 5.38 -3.07 -3.15
F 5.55 -3.51 -5.26
H 9.20 0.45 -4.73
H 10.79 -0.20 -4.29
H 9.70 -1.11 -5.35
H 9.21 -0.45 -2.40
H 9.66 -2.05 -2.99
C -8.99 -0.87 4.47
C -7.83 -0.44 5.35
O -6.87 -1.50 5.49
C -6.03 -1.67 4.45
O -6.04 -1.00 3.44
C -5.04 -2.79 4.74
F -5.64 -3.90 5.23
F -4.11 -2.42 5.65
F -4.36 -3.19 3.64
H -9.44 -1.79 4.86
H -9.76 -0.09 4.43
H -8.66 -1.08 3.45
H -8.20 -0.21 6.36
H -7.35 0.47 4.97
C -1.03 6.69 5.18
C -1.53 6.79 3.75
O -2.95 6.61 3.69
C -3.71 7.67 4.03
O -3.27 8.74 4.37
C -5.19 7.33 3.87
F -5.51 6.14 4.42
F -5.55 7.27 2.57
F -6.00 8.25 4.44
H -1.35 5.75 5.63
H 0.06 6.76 5.22
H -1.45 7.49 5.80
H -1.08 6.00 3.15
H -1.24 7.74 3.29
C 6.79 -6.43 -5.91
C 8.25 -6.33 -6.34
O 9.00 -7.46 -5.87
C 8.86 -8.60 -6.59
O 8.17 -8.70 -7.57
C 9.74 -9.70 -6.02
F 9.63 -9.81 -4.67
F 11.05 -9.49 -6.28
F 9.45 -10.92 -6.52
H 6.72 -6.56 -4.83
H 6.24 -5.54 -6.20
H 6.31 -7.30 -6.37
H 8.70 -5.45 -5.88
H 8.35 -6.22 -7.42
*
```

=====

Record 11
Computed, not measured: one molecule with the formula C19H32N2O5, with ωB97M-V/def2-TZVPD.

relative energy (zero: lowest compared OMol25 entry of this formula, charge and spin): 89.2 kcal/mol
E_HOMO: -9.449 eV
energy: -1228.87225 a.u.
HOMO-LUMO gap: 10.120 eV

The geometry in ORCA input format:
```
! wB97M-V def2-TZVPD RIJCOSX def2/J DEFGRID3
* xyz 0 1
C 0.70 1.65 1.68
C 1.94 2.30 1.09
O 3.15 1.67 1.47
C 3.46 0.48 0.80
C 4.95 0.11 0.86
C 4.52 -1.37 1.00
C 3.12 -0.89 1.45
C 1.95 -1.64 0.86
O 1.93 -1.97 -0.32
N 0.91 -1.88 1.70
C -0.33 -2.50 1.31
C -0.89 -2.04 -0.04
C -2.45 -2.02 0.13
C -2.90 -0.58 -0.08
O -3.16 0.18 0.84
N -2.91 -0.19 -1.39
C -2.90 1.21 -1.75
C -1.66 1.96 -1.32
C -0.38 1.40 -1.94
O 0.36 2.46 -2.51
C 1.55 2.00 -3.11
C -3.54 1.53 -3.07
C -4.22 1.91 -1.77
C -2.71 -2.50 1.56
C -1.43 -2.14 2.30
O -1.26 -2.72 3.58
H -0.18 2.28 1.50
H 0.50 0.67 1.25
H 0.82 1.54 2.76
H 1.87 2.34 0.00
H 2.03 3.33 1.45
H 3.09 0.50 -0.24
H 5.58 0.40 0.02
H 5.37 0.50 1.79
H 4.45 -1.87 0.04
H 5.08 -1.99 1.70
H 3.05 -0.78 2.53
H 1.02 -1.64 2.67
H -0.22 -3.59 1.30
H -0.52 -1.04 -0.26
H -0.57 -2.68 -0.86
H -2.93 -2.65 -0.61
H -2.57 -0.85 -2.06
H -1.75 3.00 -1.65
H -1.61 1.96 -0.24
H 0.24 0.88 -1.20
H -0.62 0.66 -2.72
H 2.08 2.86 -3.51
H 2.20 1.49 -2.37
H 1.35 1.29 -3.92
H -3.09 2.31 -3.66
H -3.98 0.72 -3.63
H -5.08 1.34 -1.47
H -4.22 2.96 -1.49
H -3.59 -2.03 2.00
H -2.85 -3.59 1.57
H -1.42 -1.06 2.46
H -1.35 -3.68 3.50
*
```